No. 1
Below is a structure of composition C7H15BCaCl3KLiO5, with properties calculated with wB97M-V/def2-TZVPD.

Element x y z (Å)
1 B -2.576 -2.256 -2.417
2 C -1.636 -1.747 -1.189
3 C -1.843 -0.141 -1.105
4 C -0.600 0.494 -1.745
5 H -3.731 -2.406 -2.140
6 H -2.517 -1.371 -3.227
7 H -2.062 -3.244 -2.915
8 H -0.618 -2.009 -1.447
9 H -1.840 -2.290 -0.240
10 H -2.713 0.155 -1.728
11 H -2.021 0.230 -0.085
12 H -0.144 -0.224 -2.422
13 H -0.885 1.336 -2.368
14 H 0.151 0.772 -1.014
15 Li -5.331 -2.511 -2.114
16 C 2.127 2.273 0.910
17 Cl 0.419 2.520 1.302
18 Cl 3.142 2.271 2.354
19 H 2.231 1.315 0.416
20 H 2.448 3.074 0.255
21 C 4.663 -0.302 4.951
22 C 5.978 -0.302 5.727
23 O 5.858 0.257 6.932
24 O 6.962 -0.772 5.225
25 H 3.853 0.151 5.519
26 H 4.791 0.248 4.021
27 H 4.399 -1.333 4.719
28 K -3.496 -0.992 0.555
29 Ca -3.541 -1.535 -4.828
30 Cl 6.893 -0.815 8.209
31 C -4.612 2.309 -5.034
32 O -5.161 3.414 -5.262
33 O -5.256 1.334 -4.446
34 O -3.377 2.037 -5.356

- Frontier orbital gap: 0.872 eV
- Total charge: -1
- Energy: -90945.1432 eV
- Largest force on an atom: 0.0499 hartree/bohr

---

No. 2
Below is a cluster of 2 separate species, C7H15BN2O4S in total, with properties calculated with wB97M-V/def2-TZVPD.

Element x y z (Å)
1 O 2.069 -1.161 -0.235
2 B 2.839 -0.285 -0.952
3 O 4.184 -0.189 -0.915
4 O 2.267 0.693 -1.792
5 N 0.913 1.056 -1.639
6 C 0.583 1.728 -0.318
7 C 0.000 0.875 0.774
8 C -0.842 -0.343 0.384
9 C -0.845 -0.812 -1.081
10 N -2.211 -0.866 -1.630
11 C -3.031 -1.713 -1.382
12 S -4.088 -2.815 -1.070
13 C -0.068 0.020 -2.120
14 H 1.809 -1.981 -0.663
15 H 4.632 -1.031 -0.799
16 H 0.844 1.804 -2.325
17 H -0.104 2.528 -0.612
18 H 1.498 2.223 0.003
19 H -0.680 1.490 1.409
20 H 0.798 0.556 1.443
21 H -0.488 -1.183 0.977
22 H -1.856 -0.140 0.739
23 H -0.468 -1.836 -1.124
24 H 0.505 -0.620 -2.788
25 H -0.778 0.559 -2.742
26 C -1.502 0.296 3.686
27 O -1.941 1.039 2.644
28 H -2.102 0.398 4.618
29 H -1.487 -0.814 3.496
30 H -0.452 0.524 4.016

- Frontier orbital gap: 4.612 eV
- Energy: -30181.2080 eV
- Largest force on an atom: 0.0114 hartree/bohr

---

No. 3
Below is a cluster of 2 separate species, C7H15BrNO9PS in total, with properties calculated with wB97M-V/def2-TZVPD.

Element x y z (Å)
1 O 2.490 4.317 0.369
2 N 1.962 3.306 0.693
3 O 0.592 3.427 0.485
4 C 0.241 3.205 -0.903
5 C -0.661 4.397 -1.409
6 C -1.901 4.499 -0.388
7 S -2.577 2.838 0.100
8 O -3.013 2.992 1.527
9 O -3.766 2.457 -0.712
10 O -1.395 1.661 0.086
11 C -0.492 1.801 -1.026
12 Br -1.298 1.449 -2.793
13 H 1.152 3.146 -1.573
14 H -0.107 5.377 -1.288
15 H -1.015 4.268 -2.472
16 H -1.473 4.945 0.556
17 H -2.701 5.179 -0.781
18 H 0.305 1.013 -0.879
19 C -0.417 -1.099 1.464
20 O -0.218 -2.186 0.554
21 P 0.625 -3.531 1.211
22 O 2.001 -2.914 0.969
23 O 0.139 -4.469 -0.040
24 C 0.357 -4.027 -1.372
25 O 1.196 -4.908 2.044
26 C 2.323 -5.584 1.513
27 H -1.055 -0.359 0.983
28 H -0.909 -1.452 2.371
29 H 0.541 -0.636 1.714
30 H 1.249 -3.402 -1.451
31 H -0.515 -3.476 -1.728
32 H 0.492 -4.908 -2.002
33 H 3.233 -5.020 1.718
34 H 2.218 -5.757 0.441
35 H 2.396 -6.549 2.017

- Frontier orbital gap: 7.442 eV
- SMILES: O=NO[C@@H]1CCS(=O)(=O)O[C@H]1Br.COP(=O)(OC)OC
- Energy: -117579.2259 eV
- Largest force on an atom: 0.1786 hartree/bohr

---

HOMO energy values (in eV) by entry order: -2.0 -5.4 -9.8.